The following is a quantum chemistry calculation of a molecular structure, C32H51N4O2OsP2, from the OMol25 dataset.

Last column: Löwdin charge in e.
Atoms and positions in Å:
1 C 1.948 -1.865 -0.835  -0.286
2 C 1.553 0.223 -1.844  -0.307
3 C 2.774 -2.229 -1.893  0.022
4 C 2.344 -0.111 -2.922  0.005
5 C 2.983 -1.351 -2.934  0.011
6 H 3.221 -3.225 -1.878  0.141
7 H 2.455 0.600 -3.749  0.132
8 H 3.627 -1.621 -3.770  0.139
9 N 1.406 -0.627 -0.812  -0.074
10 P -0.184 -2.411 0.896  1.047
11 P 0.605 2.173 -0.010  1.095
12 C 1.551 -2.807 0.290  -0.207
13 H 1.704 -3.856 -0.023  0.105
14 H 2.198 -2.635 1.169  0.092
15 C 0.654 1.434 -1.792  -0.285
16 H 0.934 2.168 -2.564  0.112
17 C -0.700 3.593 -0.142  -0.613
18 C 2.341 2.913 0.273  -0.620
19 C -1.364 -3.230 -0.383  -0.626
20 C -0.297 -3.371 2.550  -0.606
21 C -2.003 3.162 0.568  -0.094
22 H -1.892 3.227 1.659  0.087
23 H -2.804 3.851 0.265  0.105
24 H -2.307 2.139 0.317  0.044
25 C -0.196 4.850 0.592  -0.077
26 H -0.073 4.658 1.663  0.083
27 H 0.740 5.241 0.186  0.073
28 H -0.958 5.637 0.485  0.111
29 C -1.026 3.943 -1.618  -0.058
30 H -1.421 4.967 -1.661  0.110
31 H -0.149 3.900 -2.271  0.067
32 H -1.798 3.277 -2.027  0.070
33 C 2.390 3.520 1.703  -0.080
34 H 1.568 3.145 2.321  0.058
35 H 3.333 3.221 2.173  0.091
36 H 2.358 4.619 1.696  0.090
37 C 3.375 1.766 0.219  -0.086
38 H 3.005 0.870 0.708  0.030
39 H 3.667 1.528 -0.806  0.082
40 H 4.272 2.097 0.761  0.110
41 C 2.732 3.966 -0.801  -0.050
42 H 1.967 4.092 -1.563  0.058
43 H 2.952 4.950 -0.352  0.099
44 H 3.655 3.633 -1.295  0.093
45 C -1.693 -3.134 3.166  -0.085
46 H -1.596 -3.094 4.259  0.095
47 H -2.121 -2.180 2.828  0.057
48 H -2.400 -3.936 2.926  0.088
49 C 0.764 -2.803 3.514  -0.082
50 H 1.755 -2.735 3.076  0.076
51 H 0.477 -1.808 3.856  0.030
52 H 0.805 -3.435 4.405  0.114
53 C 0.002 -4.876 2.394  -0.055
54 H 0.640 -5.198 3.229  0.099
55 H -0.910 -5.496 2.435  0.098
56 H 0.535 -5.102 1.473  0.064
57 C -1.165 -2.509 -1.737  -0.092
58 H -1.010 -3.214 -2.563  0.102
59 H -2.040 -1.901 -1.954  0.063
60 H -0.307 -1.841 -1.709  0.026
61 C -2.803 -2.947 0.095  -0.091
62 H -2.881 -1.910 0.454  0.067
63 H -3.488 -3.064 -0.756  0.100
64 H -3.129 -3.630 0.885  0.077
65 C -1.148 -4.741 -0.613  -0.067
66 H -0.132 -4.963 -0.959  0.085
67 H -1.367 -5.340 0.273  0.069
68 H -1.843 -5.065 -1.407  0.109
69 Os 0.048 -0.004 0.723  1.294
70 C 1.432 -0.023 2.173  -0.397
71 O 2.280 0.035 2.980  0.105
72 N -1.239 0.237 -0.863  -0.071
73 C -0.785 0.868 -1.906  -0.389
74 C -1.540 0.991 -3.216  -0.126
75 C -2.934 0.973 -3.160  0.070
76 C -0.888 1.123 -4.454  0.100
77 C -3.688 1.093 -4.339  0.081
78 H -3.418 0.864 -2.186  0.146
79 C -1.642 1.237 -5.626  0.056
80 H 0.200 1.129 -4.512  0.131
81 C -3.043 1.224 -5.575  0.020
82 H -4.776 1.084 -4.285  0.152
83 H -1.130 1.335 -6.588  0.149
84 H -3.626 1.316 -6.494  0.143
85 N 0.820 0.793 4.892  0.276
86 C -0.028 0.066 4.209  -0.505
87 N -1.088 -0.488 4.787  0.233
88 O -0.149 0.006 2.879  -0.263
89 H 0.670 0.825 5.873  0.147
90 H 1.498 1.432 4.515  0.139
91 H -1.901 -0.831 4.283  0.130
92 H -1.160 -0.390 5.769  0.135

Properties
Spin multiplicity   5
Energy relative to the best compared isomer or geometry (same formula, charge and spin)   41.7 kJ/mol
Kohn-Sham gap (spin up / spin down)   6.59 / 3.78 eV
Total charge   +3
HOMO level (spin up / spin down)   -14.9 / -16.4 eV

---

The following is a quantum chemistry calculation of a molecular structure, C32H52N5P2S2V, from the OMol25 dataset.

Last column: Löwdin charge in e.
Atoms and positions in Å:
1 V 0.332 0.737 -1.152  -0.015
2 C -4.124 -1.598 -1.938  -0.120
3 C -2.622 -1.318 -1.887  -0.523
4 C -2.013 -1.726 -3.233  -0.152
5 P -2.056 0.394 -1.334  1.039
6 C -3.358 1.494 -2.053  -0.538
7 C -3.315 2.875 -1.398  -0.107
8 C -3.118 1.616 -3.560  -0.108
9 C -2.465 0.322 0.465  -0.277
10 C -3.734 0.066 0.974  -0.103
11 C -3.961 -0.163 2.325  -0.107
12 C -2.870 -0.163 3.185  -0.126
13 C -1.607 0.157 2.719  -0.070
14 C -1.379 0.490 1.368  -0.321
15 N -0.140 0.914 0.901  -0.068
16 C 0.709 1.673 1.724  -0.322
17 C 0.265 2.436 2.815  -0.058
18 C 1.134 3.253 3.523  -0.099
19 C 2.473 3.348 3.176  -0.108
20 C 2.922 2.627 2.076  -0.100
21 C 2.072 1.805 1.355  -0.298
22 P 2.514 0.820 -0.113  1.017
23 C 3.979 1.649 -0.867  -0.547
24 C 3.544 3.013 -1.410  -0.114
25 C 4.507 0.767 -2.002  -0.129
26 C 3.313 -0.646 0.752  -0.524
27 C 4.703 -0.379 1.328  -0.120
28 C 2.406 -1.167 1.868  -0.128
29 H -4.281 -2.649 -2.201  0.076
30 H -4.611 -0.996 -2.708  0.068
31 H -4.630 -1.423 -0.991  0.046
32 H -2.184 -1.950 -1.110  0.060
33 H -2.605 -1.330 -4.061  0.062
34 H -2.004 -2.817 -3.320  0.076
35 H -0.995 -1.362 -3.363  -0.032
36 H -4.336 1.041 -1.864  0.086
37 H -2.381 3.387 -1.632  0.047
38 H -3.404 2.813 -0.312  0.068
39 H -4.140 3.487 -1.775  0.075
40 H -2.077 1.887 -3.753  0.066
41 H -3.759 2.396 -3.981  0.075
42 H -3.329 0.685 -4.087  0.052
43 H -4.579 0.065 0.299  0.088
44 H -4.960 -0.356 2.693  0.091
45 H -3.006 -0.394 4.236  0.102
46 H -0.769 0.165 3.404  0.114
47 H -0.783 2.433 3.077  0.105
48 H 0.746 3.845 4.344  0.095
49 H 3.148 3.985 3.734  0.089
50 H 3.956 2.725 1.763  0.096
51 H 4.759 1.776 -0.112  0.084
52 H 2.722 2.896 -2.120  0.056
53 H 4.379 3.492 -1.929  0.074
54 H 3.200 3.679 -0.616  0.067
55 H 3.709 0.567 -2.721  0.015
56 H 4.878 -0.194 -1.638  0.059
57 H 5.324 1.274 -2.523  0.074
58 H 3.388 -1.417 -0.022  0.080
59 H 4.703 0.512 1.960  0.065
60 H 5.459 -0.252 0.552  0.060
61 H 5.007 -1.223 1.954  0.073
62 H 2.454 -0.502 2.734  0.083
63 H 2.727 -2.166 2.183  0.070
64 H 1.367 -1.227 1.557  0.027
65 S 1.047 0.330 -3.461  0.202
66 C -1.878 -3.495 2.878  -0.076
67 C -1.724 -3.499 1.365  -0.231
68 N -0.641 -2.617 0.939  0.008
69 C 0.187 -2.910 -0.111  -0.781
70 S 0.709 -1.768 -1.167  0.755
71 N 0.579 -4.239 -0.220  -0.029
72 C 1.267 -4.835 0.928  -0.260
73 C 1.399 -6.336 0.742  -0.093
74 H -2.678 -4.173 3.181  0.073
75 H -2.123 -2.494 3.236  0.041
76 H -0.952 -3.811 3.362  0.067
77 H -2.662 -3.181 0.899  0.112
78 H -1.501 -4.501 1.002  0.106
79 H -0.880 -1.631 0.954  0.073
80 H 1.110 -4.343 -1.075  0.104
81 H 0.690 -4.613 1.824  0.098
82 H 2.257 -4.382 1.061  0.112
83 H 0.417 -6.794 0.623  0.071
84 H 1.897 -6.786 1.601  0.070
85 H 1.989 -6.565 -0.148  0.071
86 N 0.119 3.396 -2.658  -0.062
87 C -0.042 4.713 -2.519  -0.231
88 C -0.154 5.061 -1.172  -0.126
89 C -0.042 3.841 -0.519  -0.209
90 N 0.125 2.853 -1.415  -0.175
91 H 0.733 1.600 -3.796  -0.279
92 H -0.068 5.346 -3.395  0.076
93 H -0.293 6.036 -0.733  0.066
94 H -0.092 3.648 0.539  0.084

Properties
Spin multiplicity   2
Energy relative to the best compared isomer or geometry (same formula, charge and spin)   0.0 kJ/mol
Kohn-Sham gap (spin up / spin down)   5.74 / 4.99 eV
Total charge   -1
HOMO level (spin up / spin down)   -3.3 / -2.6 eV

---

The following is a quantum chemistry calculation of 3 unconnected molecules or ions with the total composition C32H53BrClF6NO8, from the OMol25 dataset.

Last column: Löwdin charge in e.
Atoms and positions in Å:
1 C 2.356 -2.106 2.374  -0.136
2 C 2.716 -1.749 0.835  -0.254
3 C 1.438 -0.903 0.282  -0.219
4 C 1.295 -1.052 -1.311  -0.201
5 C 0.689 0.329 -1.887  -0.197
6 C -0.598 -0.003 -2.779  -0.200
7 C -1.932 -0.322 -1.955  -0.118
8 C -2.459 0.871 -1.019  -0.175
9 O -3.128 0.118 0.070  -0.005
10 C -4.534 0.315 -0.109  -0.282
11 O -5.209 -0.337 0.712  0.073
12 C -4.999 1.270 -1.337  -0.244
13 C -5.945 2.516 -1.040  -0.100
14 C -7.513 2.271 -1.195  -0.634
15 C -8.161 1.287 -0.111  -0.116
16 Cl -8.031 1.874 -2.941  0.549
17 O -5.173 0.524 -2.555  -0.133
18 C -5.942 -0.690 -2.379  -0.199
19 C -5.037 -2.041 -2.405  -0.167
20 C -6.071 -3.259 -2.264  -0.237
21 C -6.396 -3.497 -0.687  -0.121
22 C -3.515 1.925 -1.597  -0.276
23 C -3.285 2.229 -3.182  -0.075
24 C -2.097 3.252 -3.459  -0.712
25 O -0.966 3.229 -2.965  -0.010
26 Br -2.455 4.701 -4.792  0.625
27 N -3.183 3.234 -1.000  -0.029
28 C -3.071 3.250 0.475  -0.191
29 C -3.126 4.810 0.951  -0.170
30 C -4.282 4.947 2.085  -0.257
31 C -3.681 4.493 3.530  -0.118
32 H 3.273 -2.303 3.015  0.064
33 H 1.660 -3.005 2.356  0.073
34 H 1.743 -1.211 2.761  0.075
35 H 2.886 -2.703 0.219  0.109
36 H 3.603 -1.023 0.770  0.098
37 H 1.663 0.189 0.510  0.108
38 H 0.457 -1.255 0.744  0.111
39 H 2.328 -1.290 -1.750  0.094
40 H 0.596 -1.904 -1.625  0.107
41 H 0.540 1.140 -1.106  0.096
42 H 1.485 0.738 -2.617  0.118
43 H -0.344 -0.967 -3.362  0.118
44 H -0.777 0.786 -3.600  0.097
45 H -1.759 -1.241 -1.291  0.131
46 H -2.757 -0.510 -2.737  0.102
47 H -1.504 1.247 -0.531  0.142
48 H -5.672 3.324 -1.817  0.130
49 H -5.788 2.966 0.008  0.126
50 H -8.006 3.296 -1.003  0.105
51 H -9.190 0.932 -0.489  0.085
52 H -8.305 1.880 0.848  0.088
53 H -7.555 0.352 0.112  0.057
54 H -6.608 -0.781 -3.318  0.124
55 H -6.661 -0.690 -1.498  0.108
56 H -4.219 -2.027 -1.618  0.101
57 H -4.623 -2.081 -3.482  0.121
58 H -7.054 -3.017 -2.787  0.106
59 H -5.635 -4.223 -2.679  0.103
60 H -7.218 -2.807 -0.298  0.071
61 H -6.769 -4.570 -0.591  0.065
62 H -5.432 -3.400 -0.068  0.081
63 H -4.242 2.696 -3.610  0.117
64 H -3.072 1.294 -3.792  0.127
65 H -3.700 4.026 -1.390  0.108
66 H -2.036 2.882 0.822  0.131
67 H -3.916 2.734 1.041  0.110
68 H -2.116 5.176 1.348  0.114
69 H -3.437 5.517 0.114  0.101
70 H -4.702 6.021 2.119  0.103
71 H -5.194 4.290 1.823  0.087
72 H -2.774 3.827 3.284  0.076
73 H -4.488 3.910 4.103  0.075
74 H -3.390 5.430 4.106  0.071
75 C 9.558 0.267 -0.448  -0.060
76 C 8.153 0.468 0.083  -0.201
77 O 7.178 0.016 -0.870  0.027
78 C 6.955 -1.312 -0.898  -0.368
79 O 7.517 -2.109 -0.194  0.166
80 C 5.869 -1.649 -1.915  -0.508
81 F 6.046 -1.016 -3.092  0.158
82 F 4.644 -1.297 -1.473  0.133
83 F 5.810 -2.962 -2.198  0.161
84 H 9.673 0.749 -1.423  0.083
85 H 10.295 0.682 0.242  0.084
86 H 9.778 -0.794 -0.591  0.076
87 H 7.970 1.534 0.237  0.130
88 H 8.010 -0.025 1.044  0.099
89 C 7.742 -5.153 4.608  -0.061
90 C 8.953 -4.482 5.227  -0.204
91 O 9.551 -3.557 4.305  0.024
92 C 8.957 -2.353 4.210  -0.368
93 O 7.981 -2.027 4.833  0.167
94 C 9.718 -1.458 3.237  -0.505
95 F 10.039 -2.093 2.093  0.159
96 F 10.878 -1.015 3.764  0.161
97 F 9.018 -0.365 2.881  0.144
98 H 8.009 -5.625 3.659  0.085
99 H 7.336 -5.911 5.280  0.083
100 H 6.956 -4.426 4.391  0.077
101 H 9.712 -5.233 5.454  0.126
102 H 8.702 -3.983 6.167  0.126

Properties
Kohn-Sham gap   9.70 eV
SMILES   CCCCCCC[C@@H]1OC(=O)[C@](C[C@H](C)Cl)(OCCCC)[C@@]1(CC(=O)Br)NCCCC.CCOC(=O)C(F)(F)F.CCOC(=O)C(F)(F)F
HOMO level   -9.2 eV